{
  "formula": "C40H39HfN4P2S3",
  "method": "ωB97M-V/def2-TZVPD",
  "homo_ev": [-12.3, -12.4],
  "spin_multiplicity": 2,
  "lumo_energy_ev": [-5.52, -6.24],
  "homo_lumo_gap_ev": [6.8, 6.2],
  "s2": 0.755,
  "total_charge": 2,
  "symbols": ["Hf", "S", "S", "S", "P", "P", "N", "N", "N", "N", "C", "C", "C", "C", "C", "C", "C", "C", "C", "C", "C", "C", "C", "C", "C", "C", "C", "C", "C", "C", "C", "C", "C", "C", "C", "C", "C", "C", "C", "C", "C", "C", "C", "C", "C", "C", "C", "C", "C", "C", "H", "H", "H", "H", "H", "H", "H", "H", "H", "H", "H", "H", "H", "H", "H", "H", "H", "H", "H", "H", "H", "H", "H", "H", "H", "H", "H", "H", "H", "H", "H", "H", "H", "H", "H", "H", "H", "H", "H"],
  "coordinates": [[-0.2142, -1.3573, -1.5213], [-2.1056, -2.0967, -5.9920], [-0.3353, 5.5253, 1.4672], [2.4497, -0.3347, -1.1992], [-1.4597, 0.7299, -0.0369], [0.8214, -0.2947, 1.3593], [-0.1100, 1.0928, 0.9673], [1.0110, -3.0718, -2.3152], [-0.7238, -1.5382, -3.9049], [1.3475, -4.5868, -3.9058], [-0.9696, 1.4035, -1.6971], [-1.2411, -3.7273, 2.0013], [1.2419, 6.1076, 0.7768], [0.6354, -3.5058, -3.5137], [2.6989, 0.3318, 4.9256], [-1.6951, 2.1169, -3.8879], [0.3601, 2.4449, 1.2729], [-2.2914, -3.3132, 2.8069], [0.6064, 2.3641, -3.2602], [-0.2974, -2.8112, 1.5697], [-4.5316, 3.7763, 1.4706], [-3.6467, 1.5528, 1.3712], [0.3280, 1.8157, -2.0170], [2.0410, -3.8974, -1.9110], [-0.4051, -1.4747, 1.9612], [-3.5711, 4.2052, 0.5686], [4.0205, -5.7970, -1.6677], [-1.4411, -1.0708, 2.7983], [-0.1841, 2.9786, 2.5924], [-2.3880, -1.9906, 3.2113], [3.3108, 0.5011, 2.2166], [-1.9785, 1.5459, -2.6575], [1.3734, -1.1080, -0.0837], [-0.3718, -2.8186, -4.2815], [1.7285, 0.0305, 3.9862], [4.2760, 0.7825, 3.1656], [-4.5784, 2.4475, 1.8626], [-2.6452, 3.3139, 0.0579], [0.2633, 4.4186, 2.8021], [2.8192, -3.8930, -0.7560], [-1.6143, -1.0531, -4.7315], [-0.4019, 2.5190, -4.1958], [3.2568, -5.8236, -2.8142], [3.8015, -4.8525, -0.6588], [-1.0335, -3.2812, -5.3891], [2.2596, -4.8650, -2.9170], [-2.6682, 1.9881, 0.4804], [2.0263, 0.1471, 2.6282], [-2.0878, -2.4549, -1.2208], [3.9668, 0.7186, 4.5161], [1.6086, 2.6971, -3.4786], [3.4227, -6.5514, -3.5912], [3.5469, 0.5473, 1.1625], [-2.4123, -2.5089, -0.1806], [0.5515, -3.1417, 0.9791], [0.1749, 2.3662, 3.4221], [1.8009, 6.6376, 1.5429], [-2.9169, -2.0155, -1.7871], [1.2519, -5.1088, -4.7616], [-2.9955, 1.2704, -2.3975], [-3.1948, -1.6765, 3.8559], [-2.4906, 2.2752, -4.6011], [-1.4960, -0.0422, 3.1245], [4.7190, 0.9602, 5.2510], [5.2750, 1.0388, 2.8506], [-5.2492, 4.4791, 1.8649], [1.4553, 2.4321, 1.3099], [0.9895, 6.7878, -0.0310], [2.4779, 0.2523, 5.9800], [-1.9141, 3.6570, -0.6583], [4.8177, -6.5118, -1.5465], [4.4242, -4.8841, 0.2207], [-1.2724, 2.9256, 2.5739], [1.1108, 1.7877, -1.2681], [0.7470, -0.2913, 4.3020], [-5.3397, 2.1095, 2.5471], [-3.6663, 0.5123, 1.6656], [1.8178, 5.2688, 0.3926], [-0.9536, -4.2405, -5.8614], [-0.1358, 4.8080, 3.7359], [-1.1481, -4.7626, 1.7164], [1.3488, 4.4904, 2.8166], [2.6777, -3.1602, 0.0230], [-3.5365, 5.2382, 0.2638], [0.0469, 3.1224, 0.4733], [-3.0255, -4.0287, 3.1382], [-1.9739, -3.4880, -1.5693], [-2.0119, -0.0594, -4.6299], [-0.1852, 2.9675, -5.1510]],
  "mulliken_spin": [0.0667, 0.0007, 0.0001, 0.4837, -0.0085, 0.0131, 0.0576, 0.0004, 0.0044, -0.0005, -0.0704, 0.0099, -0.0001, 0.0034, -0.0004, 0.0027, -0.0099, 0.0031, 0.0086, 0.0263, 0.0014, -0.0003, 0.0952, -0.0012, -0.0039, -0.0003, -0.0009, 0.0113, 0.0060, -0.0010, -0.0020, 0.0117, 0.3641, -0.0061, -0.0004, -0.0016, -0.0005, 0.0033, 0.0008, 0.0295, 0.0028, -0.0028, 0.0019, -0.0026, -0.0009, 0.0072, 0.0061, 0.0094, 0.0010, 0.0017, 0.0029, 0.0000, -0.0044, 0.0012, -0.0548, -0.0002, 0.0000, 0.0007, 0.0000, 0.0000, 0.0001, 0.0000, 0.0003, 0.0001, -0.0001, 0.0001, 0.0011, 0.0000, 0.0000, -0.0002, 0.0000, -0.0001, 0.0002, -0.0254, 0.0004, 0.0000, 0.0019, 0.0000, 0.0000, -0.0001, 0.0002, 0.0002, -0.0434, 0.0001, 0.0001, 0.0001, -0.0007, -0.0002, -0.0001]
}

{
  "formula": "C23H44N2O15",
  "method": "ωB97M-V/def2-TZVPD",
  "homo_ev": -9.6,
  "spin_multiplicity": 1,
  "lumo_energy_ev": 0.53,
  "homo_lumo_gap_ev": 10.1,
  "total_charge": 0,
  "symbols": ["O", "O", "O", "O", "O", "O", "O", "O", "O", "O", "O", "O", "O", "O", "O", "N", "N", "C", "C", "C", "C", "C", "C", "C", "C", "C", "C", "C", "C", "C", "C", "C", "C", "C", "C", "C", "C", "C", "C", "C", "H", "H", "H", "H", "H", "H", "H", "H", "H", "H", "H", "H", "H", "H", "H", "H", "H", "H", "H", "H", "H", "H", "H", "H", "H", "H", "H", "H", "H", "H", "H", "H", "H", "H", "H", "H", "H", "H", "H", "H", "H", "H", "H", "H"],
  "coordinates": [[0.0592, -4.7961, 0.2007], [-4.1348, 3.7439, -2.0413], [1.2902, 0.0279, -0.4153], [-2.5698, 2.7469, -3.4113], [1.3322, 0.3849, -2.7533], [2.3102, 2.8399, 2.1647], [3.0902, -0.4171, -1.3643], [0.8842, 1.0409, 2.8197], [-0.0528, 3.2119, 2.3467], [4.1922, 4.0739, -1.9693], [1.3462, -5.9621, 1.8667], [5.8192, 4.9099, -3.3243], [-2.6378, 1.9979, -1.1593], [5.7082, 2.6029, -2.7963], [2.2822, -4.0971, 1.0217], [-2.0258, -1.7001, -4.2013], [-2.3858, -0.5801, 2.2387], [-2.7398, -3.4111, -1.3073], [3.8342, 3.2509, -0.9163], [-5.1348, -2.1291, 3.9067], [-2.7518, -2.4921, -0.1363], [3.9902, -0.5361, -2.3963], [6.9742, 4.7549, -4.1623], [0.2272, -6.8991, 1.9577], [-1.2878, 2.6389, 2.4927], [2.2022, -2.9041, 0.3367], [1.2482, -4.9971, 0.9517], [-4.6658, 3.7699, -0.7083], [-3.7028, 0.0179, 4.4607], [1.0292, 2.3869, 2.4337], [-1.7818, -2.3601, -3.2803], [-4.3518, -1.2701, 5.0067], [-0.0708, 0.4859, -0.4283], [-2.9518, -0.3151, 3.2187], [-3.0638, 2.8989, -2.2363], [5.2362, 3.8729, -2.7303], [3.4192, 1.9409, 2.3297], [-1.4858, -3.2831, -2.1943], [1.9282, 0.0169, -1.5223], [-1.5248, 1.8959, -3.6763], [-0.5268, -6.5681, 2.5337], [0.4772, -7.7571, 2.4057], [-4.2688, 0.9059, 4.0267], [4.3662, 2.3749, 1.8877], [3.7062, -1.1711, -3.1783], [-3.4028, -2.8071, 0.7027], [-1.7048, 2.6099, 1.4367], [-0.1608, 1.5469, -0.7823], [-3.1058, -1.4941, -0.5043], [3.0802, 3.4459, -0.1503], [-3.9438, 4.2829, -0.0133], [7.0782, 5.5599, -4.9153], [-2.9518, -4.3721, -0.7463], [-4.7978, 2.7709, -0.4383], [-0.3618, -7.0941, 0.9977], [-3.6598, -3.3421, -1.8773], [-2.8868, 0.5249, 5.0207], [-0.7118, 2.3259, -3.0853], [4.2202, 0.4419, -2.7313], [-1.0808, -4.2521, -2.4473], [-4.5838, -2.4161, 3.0057], [-4.9638, -1.2261, 5.8557], [3.7202, 2.2499, -1.2993], [6.8362, 3.7619, -4.5953], [4.8072, -1.1041, -2.0033], [-1.4088, 1.7019, 2.9777], [-1.8558, 3.2409, 3.1567], [-0.4198, 0.3649, 0.5977], [1.7842, -3.0751, -0.6893], [-5.5618, -3.0461, 4.2597], [-5.8848, -1.4501, 3.5347], [-1.2148, 1.8459, -4.7143], [1.4992, -2.2921, 0.7677], [3.5052, 1.6819, 3.4167], [-5.6258, 4.3459, -0.7103], [-1.5858, 0.8019, -3.3673], [3.1782, -2.4521, 0.2897], [-3.4998, -1.9281, 5.3157], [-0.6968, -0.1061, -1.1073], [4.7442, 3.2329, -0.3873], [-1.7128, -2.2621, 0.3407], [3.3472, 0.9859, 1.7117], [7.8282, 4.6159, -3.4993], [-0.6818, -2.7691, -1.6243]],
  "mulliken_charge": [-0.5518, -0.3345, -0.0495, -0.3077, -0.7023, -0.3378, -0.1415, -0.6116, -0.3400, -0.3205, -0.3322, -0.3346, -0.4512, -0.6380, -0.3333, -0.5720, -0.3282, -0.9448, -0.6740, -0.9150, -0.1008, -0.7541, -0.6103, -0.8014, -0.6750, -0.4153, 0.5889, -0.5098, -0.4387, 0.8702, 0.0443, -0.5752, -0.2573, 0.1899, 0.5720, 0.7733, -0.4302, 0.5283, 0.6781, -0.3253, 0.3774, 0.3780, 0.3020, 0.2303, 0.3807, -0.0175, 0.2412, 0.2386, 0.1538, 0.2483, 0.2033, 0.2229, 0.3598, 0.2861, 0.2648, 0.4610, 0.3782, 0.2581, 0.2832, 0.5011, 0.1189, 0.4102, 0.2874, 0.3268, 0.2366, 0.1807, 0.4541, 0.0201, 0.2358, 0.4001, 0.2887, 0.3179, 0.2666, 0.3517, 0.2181, 0.0839, 0.2800, 0.2628, -0.0014, 0.4429, 0.0348, 0.0609, 0.2792, -0.4387]
}

{
  "formula": "C6H9N",
  "method": "ωB97M-V/def2-TZVPD",
  "homo_ev": -7.8,
  "spin_multiplicity": 1,
  "lumo_energy_ev": 0.97,
  "homo_lumo_gap_ev": 8.8,
  "total_charge": 0,
  "symbols": ["N", "C", "C", "C", "C", "C", "C", "H", "H", "H", "H", "H", "H", "H", "H", "H"],
  "coordinates": [[1.0459, -1.1620, 0.7427], [-0.4599, 0.2226, 1.6417], [-1.6857, 1.1664, -0.4455], [0.9020, -0.5537, -1.6620], [0.5342, -0.6808, 1.9585], [0.4391, -0.4513, -0.3140], [-0.5687, 0.3810, 0.1834], [2.0496, -1.3842, 0.5824], [1.6090, -1.3556, -1.6571], [-1.1051, 1.5285, -1.3074], [-1.0829, 0.7004, 2.3139], [-2.6014, 0.5767, -0.8400], [1.0035, -0.4416, 2.9805], [1.8010, 0.2053, -1.7343], [0.3195, -0.7369, -2.5773], [-2.1999, 1.9853, 0.1344]],
  "mulliken_charge": [-0.1637, -0.6730, -0.9924, -1.4636, -0.5074, 0.2542, 0.6454, 0.2771, 0.4239, 0.2870, 0.4931, 0.2063, 0.2581, 0.2786, 0.3682, 0.3083]
}

Q: Which M values were calculated for the entries above? A: 912.42 588.60 95.14, in g/mol.
Q: Which energy above the lowest of the compared OMol25 structures with the same formula, charge and spin values were calculated for the entries above? A: 0.900 9.604 2.068, in eV.
Q: Which electronic energy values were calculated for the entries above? A: -3691.5371 -2140.5162 -288.7060, in Eh.